69
Properties=species:S:1:pos:R:3:forces:R:3 method="wB97M-V/def2-TZVPD" gap_ev="6.09 / 6.23" s_squared=0.934 total_charge=+1 multiplicity=2 lumo_ev="-4.0297 / -4.3981"
Re -0.042 0.107 -0.526 0.9 -1.3 1.1
C -1.602 1.965 -3.665 0.0 -0.1 -0.1
N -1.519 0.580 -4.104 -0.1 0.1 0.1
C -2.428 -0.067 -4.919 0.0 0.1 0.0
C -2.027 -1.355 -4.997 0.0 -0.1 0.1
N -0.894 -1.496 -4.230 0.1 -0.2 -0.2
B -0.069 -2.808 -4.072 0.0 0.0 0.0
N -0.240 -3.421 -2.614 0.0 0.0 -0.1
C 0.338 -4.651 -2.365 -0.1 0.1 -0.1
C 0.039 -5.018 -1.102 0.0 0.1 0.1
N -0.724 -3.998 -0.571 0.1 0.0 0.2
C -1.282 -3.961 0.774 0.0 0.0 -0.1
C -0.876 -3.027 -1.504 0.0 -0.2 0.0
S -1.821 -1.602 -1.197 0.0 0.1 -0.1
C -0.605 -0.316 -3.699 0.1 -0.1 -0.1
S 0.796 0.044 -2.720 -0.1 0.7 -0.1
H -2.442 2.437 -4.166 0.0 0.0 0.0
H -0.686 2.497 -3.907 0.0 0.0 0.0
H -1.766 2.009 -2.589 0.0 0.0 0.1
H -3.254 0.449 -5.377 0.0 0.0 0.0
H -2.450 -2.187 -5.531 0.0 0.0 0.0
H 1.103 -2.572 -4.241 -0.1 0.0 0.0
H -0.524 -3.611 -4.848 0.1 0.1 0.0
H 0.905 -5.164 -3.124 0.0 0.0 0.0
H 0.291 -5.902 -0.542 0.0 0.0 0.0
H -0.964 -4.858 1.300 0.0 0.0 0.0
H -2.368 -3.926 0.738 0.0 0.0 0.0
H -0.934 -3.080 1.309 0.0 0.0 0.0
I 1.829 -1.602 0.671 -1.0 1.0 -0.5
C 2.834 0.091 1.436 0.1 -0.3 0.1
C 3.807 -0.127 2.363 0.1 0.0 0.1
C 4.540 0.980 2.842 0.0 0.0 0.0
C 4.294 2.222 2.332 0.0 0.0 0.0
C 3.300 2.431 1.343 0.0 0.0 0.0
C 3.104 3.711 0.770 0.0 0.0 0.0
C 2.172 3.893 -0.209 -0.1 -0.1 0.0
C 1.345 2.816 -0.601 0.0 0.2 0.0
C 1.448 1.559 -0.055 -0.2 -0.4 -0.4
C 2.498 1.347 0.893 0.1 0.1 0.0
H 4.029 -1.123 2.722 0.0 0.0 0.0
H 5.303 0.827 3.592 0.0 0.0 0.0
H 4.870 3.075 2.671 0.0 0.0 0.0
H 3.716 4.536 1.114 0.0 0.0 0.0
H 2.052 4.861 -0.678 0.0 0.0 0.0
H 0.587 3.011 -1.357 0.0 0.0 0.0
N -1.117 0.570 0.849 0.0 0.0 0.0
C -2.010 0.809 1.740 0.0 0.1 0.0
C -2.380 -0.292 2.661 0.1 0.0 0.0
C -3.720 -0.561 2.931 0.0 0.0 0.0
C -4.058 -1.613 3.769 0.0 0.0 0.0
C -3.063 -2.383 4.357 0.0 0.0 0.0
C -1.727 -2.118 4.087 0.0 0.0 0.0
C -1.386 -1.085 3.229 0.1 0.0 0.0
C -2.650 2.133 1.827 0.0 -0.1 -0.1
C -3.203 2.576 3.028 0.0 0.0 0.0
C -3.820 3.817 3.092 0.0 0.0 0.0
C -3.897 4.616 1.960 0.0 0.0 0.0
C -3.329 4.190 0.765 0.0 0.0 0.0
C -2.699 2.961 0.702 0.0 0.0 0.0
H -4.495 0.036 2.467 0.0 0.0 0.0
H -5.100 -1.826 3.966 0.0 0.0 0.0
H -3.331 -3.188 5.028 0.0 0.0 0.0
H -0.951 -2.714 4.551 0.0 0.0 0.0
H -0.346 -0.867 3.013 0.0 0.0 0.0
H -3.130 1.961 3.915 0.0 0.0 0.0
H -4.240 4.157 4.029 0.0 0.0 0.0
H -4.394 5.577 2.011 0.0 0.0 0.0
H -3.381 4.820 -0.114 0.0 0.0 0.0
H -2.240 2.624 -0.219 -0.1 0.0 0.0

72
Properties=species:S:1:pos:R:3:forces:R:3 method="wB97M-V/def2-TZVPD" gap_ev="7.46 / 7.20" s_squared=3.782 total_charge=-1 multiplicity=4 lumo_ev="2.2797 / 2.2781"
Mn -0.116 -0.456 0.669 0.3 -0.2 0.6
C -1.758 2.553 -1.314 -0.7 0.1 0.3
C -0.511 1.931 -1.949 -0.5 -0.2 0.9
C -0.826 0.740 -2.786 0.2 -0.6 -0.8
C -0.701 0.764 -4.182 0.0 1.0 0.7
C -1.215 -0.224 -4.979 0.5 -0.8 0.0
C -1.676 -1.396 -4.390 0.1 0.2 -0.9
C -1.703 -1.540 -2.997 0.3 -0.5 -1.2
C -2.078 -2.915 -2.449 -1.5 1.9 0.6
C -3.625 -3.176 -2.638 1.8 0.4 -0.7
C -1.298 -0.439 -2.215 -0.7 -0.8 -1.7
N -1.473 -0.567 -0.858 -0.4 0.2 1.7
C -2.690 -0.648 -0.410 0.6 0.8 0.6
C -2.915 -0.584 0.975 -1.0 1.0 1.1
C -4.118 -0.433 1.710 0.5 -0.5 -0.8
C -3.690 -0.022 2.958 -3.0 0.4 2.0
C -2.323 0.136 3.008 -0.4 -0.6 -2.5
N -1.881 -0.165 1.769 2.2 -0.7 -0.5
H -1.484 3.188 -0.487 0.4 0.4 0.3
H -2.467 1.844 -0.855 0.5 0.0 -0.4
H -2.347 3.173 -1.979 -0.1 0.1 -0.5
H 0.090 1.664 -1.084 0.5 -0.3 0.0
H 0.053 2.667 -2.501 0.1 0.3 -0.3
H -0.184 1.603 -4.611 -0.1 0.4 -0.2
H -1.109 -0.227 -6.062 0.0 0.3 0.2
H -1.881 -2.140 -5.188 -0.3 -0.2 1.4
H -1.760 -3.021 -1.420 -0.2 0.2 0.4
H -1.474 -3.610 -2.949 0.5 -1.3 -1.1
H -4.207 -2.367 -2.190 0.0 -0.3 0.0
H -3.851 -4.133 -2.208 -0.5 -0.4 0.2
H -3.808 -3.195 -3.731 -0.2 0.0 0.6
H -3.556 -0.465 -1.022 -0.2 -0.6 -0.8
H -5.145 -0.611 1.379 0.5 0.0 0.2
H -4.446 0.186 3.741 0.9 -0.1 -0.2
H -1.675 0.483 3.757 0.7 0.3 0.8
S 1.252 0.031 2.549 -1.2 0.0 0.2
C 2.937 -0.281 2.256 -0.6 0.3 -0.1
C 3.524 -1.481 2.632 0.9 1.0 0.0
C 4.911 -1.646 2.540 -1.1 -1.1 -0.7
C 5.644 -0.656 1.924 0.9 0.6 0.4
C 5.062 0.533 1.553 -1.1 0.2 -0.2
C 3.689 0.726 1.688 0.9 0.7 -0.1
S 2.986 2.247 1.032 -0.1 -0.1 0.5
H 2.800 -2.161 2.998 0.0 -1.1 0.5
H 5.348 -2.628 2.724 0.0 0.3 0.3
H 6.720 -0.690 1.814 0.1 -0.5 0.0
H 5.622 1.332 1.128 0.6 0.4 -0.3
C 2.492 -5.384 -1.327 -0.6 -1.0 -1.3
S 0.843 -4.777 -1.783 0.3 0.7 0.0
C 1.385 -3.264 -2.553 -0.6 -0.9 0.4
C 1.664 -2.097 -1.963 0.6 0.8 0.4
S 1.713 -1.586 -0.289 -0.2 -0.2 0.2
S 2.458 -0.902 -2.990 -0.7 -1.0 -1.2
C 2.217 -1.778 -4.524 -0.5 0.1 0.4
S 2.291 -1.064 -6.005 0.3 -0.3 0.2
S 1.662 -3.446 -4.253 0.4 1.4 -0.4
H 2.274 -6.360 -0.897 0.2 -0.3 -0.2
H 2.885 -4.808 -0.528 0.7 0.9 0.3
H 3.111 -5.485 -2.265 -0.4 0.2 1.3
O 0.478 3.228 1.945 0.3 0.1 0.1
B 1.771 2.822 2.333 0.0 -0.3 -0.4
O 2.066 3.310 3.623 -0.6 -0.4 -0.2
C 0.880 3.887 4.046 1.1 -0.1 1.5
C 0.603 4.478 5.289 -0.1 0.1 -1.9
C -0.611 5.161 5.302 -0.5 0.6 2.8
C -1.559 5.181 4.299 -0.6 1.1 0.7
C -1.241 4.527 3.155 -0.8 -0.5 -2.3
C -0.042 3.865 3.045 -0.1 0.0 -0.7
H 1.349 4.506 6.067 -0.2 0.0 0.2
H -0.928 5.690 6.223 0.6 -0.3 -0.4
H -2.508 5.791 4.408 1.3 -1.0 -0.2
H -1.898 4.580 2.292 0.0 -0.2 0.0

71
Properties=species:S:1:pos:R:3:forces:R:3 method="wB97M-V/def2-TZVPD" gap_ev=6.51 total_charge=+2 multiplicity=1 lumo_ev=-6.2636
Pd -2.689 -0.353 0.235 0.6 -0.3 1.2
F 3.309 -0.269 -2.868 0.0 0.0 0.0
C 3.104 -0.272 -1.538 0.0 0.0 0.0
C 1.822 -0.180 -1.089 0.0 0.0 0.0
C 1.547 -0.224 0.283 0.0 0.0 0.0
C 0.174 -0.189 0.761 0.1 -0.1 -0.4
O -0.739 -0.119 -0.124 0.1 0.3 -0.3
C -0.017 -0.266 2.143 0.0 0.0 0.4
C 1.087 -0.377 2.958 0.0 0.0 0.0
N 2.352 -0.397 2.537 0.0 0.0 0.0
C 3.429 -0.561 3.500 0.0 0.0 0.0
C 3.359 0.183 4.794 0.0 0.0 0.0
C 4.357 0.592 3.753 0.0 0.0 0.0
C 2.619 -0.347 1.174 0.0 0.0 0.0
C 3.931 -0.422 0.691 0.0 0.0 0.0
C 4.206 -0.401 -0.666 0.0 0.0 0.0
N 5.540 -0.491 -1.108 0.0 0.0 0.0
C 6.415 -1.504 -0.534 0.0 0.0 0.0
C 7.766 -0.857 -0.227 0.0 0.0 0.0
N 8.008 0.228 -1.254 0.0 0.0 0.0
C 7.444 -0.165 -2.588 0.0 0.0 0.0
C 5.914 -0.176 -2.487 0.0 0.0 0.0
C -1.338 -0.217 2.876 0.0 -0.3 0.0
O -1.327 -0.304 4.082 -0.1 0.2 0.0
O -2.430 -0.072 2.181 -0.1 -0.1 -0.4
H 1.011 -0.109 -1.800 0.0 0.0 0.0
H 0.919 -0.453 4.024 0.0 0.0 0.0
H 3.831 -1.566 3.510 0.0 0.0 0.0
H 3.704 -0.336 5.675 0.0 0.0 0.0
H 2.521 0.847 4.957 0.0 0.0 0.0
H 5.402 0.370 3.920 0.0 0.0 0.0
H 4.155 1.511 3.219 0.0 0.0 0.0
H 4.744 -0.475 1.399 0.0 0.0 0.0
H 6.536 -2.348 -1.222 0.0 0.0 0.0
H 5.996 -1.910 0.382 0.0 0.0 0.0
H 8.590 -1.565 -0.293 0.0 0.0 0.0
H 7.781 -0.375 0.748 0.0 0.0 0.0
H 9.005 0.432 -1.327 0.0 0.0 0.0
H 7.545 1.083 -0.941 0.0 0.0 0.0
H 7.856 -1.146 -2.814 0.0 0.0 0.0
H 7.791 0.538 -3.340 0.0 0.0 0.0
H 5.537 -0.892 -3.221 0.0 0.0 0.0
H 5.519 0.805 -2.745 0.0 0.0 0.0
F -8.284 2.609 0.113 0.0 0.0 0.0
C -6.971 2.464 0.089 0.0 0.0 0.0
C -6.342 2.379 -1.152 0.0 0.0 0.0
C -4.982 2.204 -1.175 0.0 0.0 0.0
C -4.253 2.129 0.034 0.0 0.0 0.1
C -2.868 1.882 0.030 -0.1 0.0 0.0
C -4.932 2.229 1.271 0.0 0.0 0.0
C -6.293 2.397 1.303 0.0 0.0 0.0
H -6.935 2.441 -2.053 0.0 0.0 0.0
H -4.459 2.112 -2.118 0.0 0.0 0.0
H -2.319 2.062 0.947 0.1 0.0 0.0
H -2.307 1.906 -0.897 0.0 0.1 0.0
H -4.368 2.138 2.191 0.0 0.0 0.0
H -6.848 2.467 2.228 0.0 0.0 0.0
Br -9.987 -1.847 -3.747 0.0 0.0 0.0
C -8.337 -1.601 -2.883 0.0 0.0 0.0
C -8.289 -1.615 -1.493 0.0 0.0 0.0
C -7.076 -1.429 -0.859 0.0 0.0 0.0
C -5.924 -1.225 -1.617 0.0 0.0 0.0
C -5.981 -1.219 -3.010 0.0 0.0 0.0
C -7.192 -1.409 -3.648 0.0 0.0 0.0
C -4.660 -0.972 -0.947 0.2 -0.1 0.8
O -3.593 -0.621 -1.572 -0.3 -0.3 0.2
O -4.546 -1.039 0.356 -0.4 0.5 -1.5
H -9.193 -1.772 -0.922 0.0 0.0 0.0
H -7.014 -1.437 0.222 0.0 0.0 0.0
H -5.077 -1.069 -3.584 0.0 0.0 0.0
H -7.255 -1.414 -4.726 0.0 0.0 0.0

| no. | energy (eV) |
| --- | --- |
| 1 | -72625.7619 |
| 2 | -147525.4454 |
| 3 | -126251.5176 |